Here is C2H7N in the gas phase from the OMol25 dataset. Energies are from ωB97M-V/def2-TZVPD.

Last column: natural (NBO) charge in e.
CARTESIAN COORDINATES (ANGSTROEM)
C1 -1.1941 -0.1431 -0.0522  -0.41
N1 -0.0085 0.5639 -0.2249  -0.65
C2 1.2754 -0.0970 -0.0860  -0.40
H1 -0.8144 -1.0144 0.7621  0.14
H2 -1.4784 -0.5084 -1.1074  0.19
H3 -2.1569 0.5117 0.3030  0.21
H4 -0.1543 1.4439 0.3558  0.35
H5 2.0126 0.6584 0.0419  0.21
H6 1.3480 -0.7859 -0.8921  0.20
H7 1.1706 -0.6291 0.8996  0.15

## Properties
**Energy**: -3675.81488 eV
**LUMO energy**: 0.044 Ha
**Frontier orbital gap**: 9.51 eV
**HOMO**: -8.30 eV

Here is 2 unconnected molecules or ions with the total composition C2H7N from the OMol25 dataset. Energies are from ωB97M-V/def2-TZVPD.

Last column: Mulliken spin population.
CARTESIAN COORDINATES (ANGSTROEM)
N1 -3.2559 0.8630 -1.3926  0.00
H1 -4.1364 0.9769 -0.9123  0.00
H2 -3.3707 0.3480 -2.2587  0.00
H3 -2.8674 1.7787 -1.5609  0.00
C1 2.5515 -1.3009 1.0471  0.44
C2 2.0104 -0.0079 0.9800  0.43
H4 3.6095 -1.5325 0.9703  0.03
H5 1.9134 -2.1708 1.2042  0.03
H6 2.5899 0.8817 0.7521  0.03
H7 0.9557 0.1639 1.1710  0.03

## Properties
**Energy**: -3666.47929 eV
**LUMO energy (alpha / beta)**: -0.242 / -0.379 Ha
**Spin multiplicity**: 2
**Charge**: +1
**Frontier orbital gap (alpha / beta)**: 5.72 / 2.00 eV
**HOMO (alpha / beta)**: -12.31 / -12.31 eV

Among the records above, which one has the lowest energy?
number 1